# 1
Molecular formula: C36H43FeIN3P2SSi2
Method: DFT, ωB97M-V with the def2-TZVPD basis set

The HOMO energy (alpha / beta) is -7.0 / -7.3 eV. For the energy above the lowest of the compared OMol25 structures with the same formula, charge and spin, the calculation gives 11.79 kcal/mol. The multiplicity is 6. The calculation puts the gap between HOMO and LUMO (alpha / beta) at 6.6 / 6.8 eV.

Cartesian coordinates (Å):
1 Fe -0.9507 0.3161 -0.5425
2 C -0.1441 -3.3806 -3.8794
3 Si -1.1262 -1.9192 -3.2354
4 C -1.3510 -0.8118 -4.7140
5 C -2.7780 -2.5192 -2.6284
6 N -0.3287 -1.1162 -1.9193
7 P 0.9607 -1.5196 -1.0155
8 C 0.9105 -0.4897 0.3047
9 P 1.4583 1.0913 0.3665
10 N 0.2199 1.9983 -0.1606
11 Si -0.2173 3.6535 0.0466
12 C -1.7695 3.7286 1.0805
13 C 1.0842 4.6624 0.9179
14 C -0.4933 4.5216 -1.5880
15 C 1.8487 1.4850 2.1051
16 C 2.8749 2.3360 2.5050
17 C 3.0589 2.6380 3.8493
18 C 2.2088 2.1003 4.8043
19 C 1.1788 1.2519 4.4146
20 C 1.0041 0.9402 3.0751
21 C 2.9753 1.5156 -0.5340
22 C 4.1889 0.9091 -0.2068
23 C 5.3441 1.2314 -0.9007
24 C 5.3011 2.1679 -1.9284
25 C 4.0988 2.7694 -2.2670
26 C 2.9391 2.4388 -1.5739
27 C 0.7934 -3.2329 -0.3997
28 C 0.0352 -3.4116 0.7594
29 C -0.2345 -4.6856 1.2360
30 C 0.2600 -5.7995 0.5695
31 C 1.0237 -5.6331 -0.5769
32 C 1.2828 -4.3568 -1.0606
33 C 2.4847 -1.5402 -2.0014
34 C 2.5551 -0.8373 -3.2010
35 C 3.7345 -0.8116 -3.9350
36 C 4.8523 -1.4936 -3.4766
37 C 4.7944 -2.1929 -2.2767
38 C 3.6187 -2.2107 -1.5420
39 H -0.3993 -3.5361 -4.9317
40 H -0.3668 -4.3010 -3.3357
41 H 0.9342 -3.2105 -3.8315
42 H -1.7818 -1.3966 -5.5319
43 H -0.3801 -0.4389 -5.0557
44 H -1.9978 0.0455 -4.5241
45 H -3.4852 -2.7204 -3.4379
46 H -3.2106 -1.7811 -1.9501
47 H -2.6419 -3.4409 -2.0553
48 H -1.5117 3.4813 2.1148
49 H -2.4945 2.9722 0.7702
50 H -2.2408 4.7175 1.0818
51 H 1.1344 4.4465 1.9865
52 H 0.8469 5.7238 0.7935
53 H 2.0760 4.4935 0.4895
54 H -0.8951 3.8634 -2.3596
55 H 0.4547 4.9334 -1.9484
56 H -1.1726 5.3726 -1.4627
57 H 3.5411 2.7695 1.7687
58 H 3.8654 3.2961 4.1475
59 H 2.3508 2.3373 5.8513
60 H 0.5153 0.8255 5.1566
61 H 0.2160 0.2637 2.7646
62 H 4.2242 0.1781 0.5936
63 H 6.2804 0.7525 -0.6440
64 H 6.2056 2.4218 -2.4668
65 H 4.0604 3.4909 -3.0733
66 H 1.9931 2.8892 -1.8486
67 H -0.3322 -2.5389 1.2847
68 H -0.8274 -4.8074 2.1337
69 H 0.0550 -6.7941 0.9452
70 H 1.4182 -6.4960 -1.0987
71 H 1.8785 -4.2452 -1.9581
72 H 1.6800 -0.3035 -3.5533
73 H 3.7802 -0.2583 -4.8645
74 H 5.7692 -1.4811 -4.0523
75 H 5.6662 -2.7221 -1.9135
76 H 3.5790 -2.7515 -0.6030
77 I -2.6484 -0.3385 1.2237
78 S -2.3701 1.4221 -2.1423
79 C -3.8817 1.7338 -1.4155
80 N -4.1255 2.9694 -0.9341
81 C -5.2687 3.3719 -0.3387
82 C -6.2975 2.4907 -0.2023
83 C -6.1138 1.1866 -0.6877
84 C -4.9402 0.8086 -1.2796
85 H -3.3479 3.6177 -1.0040
86 H -5.2944 4.3937 0.0083
87 H -7.2149 2.8010 0.2734
88 H -6.9117 0.4624 -0.5820
89 H -4.7800 -0.1932 -1.6447

From a Mulliken analysis of the wavefunction, the atomic charges in e read:
1. Fe 0.21
2. C -0.99
3. Si 0.14
4. C -1.20
5. C -0.52
6. N 0.27
7. P 2.22
8. C -1.74
9. P 1.98
10. N 0.48
11. Si -0.21
12. C -0.79
13. C -1.16
14. C -1.32
15. C 0.57
16. C -0.36
17. C -0.70
18. C -0.57
19. C -0.69
20. C -0.59
21. C 0.33
22. C -0.22
23. C -0.81
24. C -0.59
25. C -0.70
26. C -0.59
27. C 0.55
28. C -0.75
29. C -0.68
30. C -0.58
31. C -0.83
32. C -0.20
33. C 0.38
34. C -0.19
35. C -0.72
36. C -0.60
37. C -0.84
38. C -0.35
39. H 0.47
40. H 0.29
41. H 0.15
42. H 0.39
43. H 0.27
44. H 0.36
45. H 0.37
46. H -0.37
47. H 0.30
48. H 0.27
49. H 0.01
50. H 0.35
51. H 0.27
52. H 0.47
53. H 0.28
54. H 0.38
55. H 0.40
56. H 0.37
57. H 0.37
58. H 0.42
59. H 0.38
60. H 0.45
61. H 0.13
62. H 0.52
63. H 0.43
64. H 0.39
65. H 0.42
66. H 0.29
67. H 0.06
68. H 0.45
69. H 0.38
70. H 0.42
71. H 0.47
72. H 0.33
73. H 0.43
74. H 0.41
75. H 0.43
76. H 0.55
77. I -0.43
78. S -0.49
79. C 0.41
80. N -0.05
81. C -0.27
82. C -0.66
83. C -0.27
84. C -0.42
85. H 0.16
86. H 0.42
87. H 0.41
88. H 0.43
89. H 0.36


# 2
Molecular formula: C36H43MoN6O2Se2
Method: DFT, ωB97M-V with the def2-TZVPD basis set

The HOMO energy is -8.6 eV. For the energy above the lowest of the compared OMol25 structures with the same formula, charge and spin, the calculation gives 2.22 kcal/mol. The calculation puts the gap between HOMO and LUMO at 6.4 eV. Its total charge is +1.

Cartesian coordinates (Å):
1 Mo 0.2912 -0.4992 -0.4225
2 C 0.6626 -3.5861 -0.8431
3 N 0.7079 -2.6704 0.3073
4 C 2.0293 -2.7184 0.9438
5 C 2.1706 -1.5602 1.8819
6 C 3.0367 -1.6000 2.9604
7 C 3.2106 -0.4624 3.7319
8 C 2.5018 0.6744 3.3853
9 C 1.6470 0.6290 2.2986
10 N 1.4607 -0.4693 1.5529
11 C -0.3193 -3.0509 1.2843
12 C -1.6742 -2.7838 0.7111
13 C -2.7721 -3.5317 1.0930
14 C -4.0188 -3.2154 0.5741
15 C -4.1056 -2.1616 -0.3140
16 C -2.9546 -1.4708 -0.6538
17 N -1.7394 -1.7655 -0.1649
18 C 1.4725 -3.0212 -1.9652
19 C 2.0983 -3.8247 -2.9015
20 C 2.8065 -3.2293 -3.9322
21 C 2.8759 -1.8475 -3.9712
22 C 2.2259 -1.1163 -2.9933
23 N 1.5186 -1.6826 -2.0077
24 H -0.3752 -3.6837 -1.1653
25 H 1.0209 -4.5821 -0.5612
26 H 2.7896 -2.6337 0.1641
27 H 2.1868 -3.6709 1.4627
28 H 3.5748 -2.5137 3.1799
29 H 3.8824 -0.4661 4.5805
30 H 2.5880 1.5935 3.9487
31 H 1.0835 1.5065 2.0141
32 H -0.1795 -2.4383 2.1769
33 H -0.2174 -4.1028 1.5762
34 H -2.6476 -4.3497 1.7907
35 H -4.8969 -3.7807 0.8581
36 H -5.0498 -1.8634 -0.7490
37 H -3.0087 -0.6332 -1.3266
38 H 2.0282 -4.9024 -2.8206
39 H 3.3018 -3.8326 -4.6818
40 H 3.4245 -1.3341 -4.7490
41 H 2.2640 -0.0388 -2.9925
42 O -0.3661 2.8277 4.4342
43 C -1.7320 2.4686 4.5877
44 C -2.3278 2.1971 3.2069
45 C -3.8320 1.9336 3.4077
46 O -4.4328 1.3060 2.2918
47 C -1.6697 0.9331 2.6191
48 Se -1.4333 1.0869 0.6811
49 C -2.1513 3.4477 2.3088
50 Se -0.6821 3.2908 1.0267
51 H -0.0226 3.1159 5.2850
52 H -2.2944 3.2751 5.0710
53 H -1.8289 1.5703 5.2073
54 H -4.3413 2.8679 3.6641
55 H -3.9653 1.2466 4.2455
56 H -4.6170 1.9561 1.6061
57 H -2.3018 0.0577 2.7704
58 H -0.6962 0.7602 3.0683
59 H -1.9470 4.3314 2.9125
60 H -3.0512 3.6355 1.7254
61 C -0.3666 0.7536 -2.1996
62 C -1.6700 0.5004 -2.8435
63 C -2.7665 1.3547 -2.6684
64 C -4.0121 1.0486 -3.1904
65 C -4.1917 -0.1228 -3.9258
66 C -3.0973 -0.9581 -4.1635
67 C -1.8626 -0.6443 -3.6330
68 C -5.4883 -0.4671 -4.4301
69 N -6.5364 -0.7389 -4.8185
70 H -0.2959 1.8060 -1.9069
71 H 0.4202 0.5978 -2.9421
72 H -2.6384 2.2674 -2.0979
73 H -4.8526 1.7123 -3.0321
74 H -3.2320 -1.8535 -4.7570
75 H -1.0210 -1.3072 -3.8060
76 C 5.0824 2.0368 -0.0465
77 C 3.8895 2.5654 -0.8547
78 C 3.3888 3.8965 -0.2723
79 C 4.2657 2.7281 -2.3347
80 C 2.7952 1.5910 -0.7552
81 N 1.9130 0.8608 -0.6728
82 H 5.8975 2.7595 -0.1008
83 H 5.4377 1.0861 -0.4462
84 H 4.8134 1.8968 1.0022
85 H 4.1904 4.6343 -0.3256
86 H 3.0931 3.7797 0.7715
87 H 2.5338 4.2730 -0.8350
88 H 5.0697 3.4601 -2.4208
89 H 3.4149 3.0799 -2.9195
90 H 4.6171 1.7847 -2.7555

From a Mulliken analysis of the wavefunction, the atomic charges in e read:
1. Mo -0.96
2. C -0.91
3. N 1.08
4. C -1.04
5. C 0.22
6. C -1.36
7. C -0.71
8. C -1.40
9. C -0.68
10. N 1.71
11. C -1.00
12. C 0.25
13. C -1.20
14. C -0.79
15. C -1.20
16. C -0.55
17. N 1.50
18. C 0.28
19. C -1.12
20. C -0.54
21. C -1.16
22. C -0.35
23. N 1.11
24. H 0.41
25. H 0.45
26. H 0.45
27. H 0.49
28. H 0.55
29. H 0.45
30. H 0.53
31. H 0.90
32. H 0.38
33. H 0.46
34. H 0.53
35. H 0.46
36. H 0.60
37. H 0.67
38. H 0.53
39. H 0.44
40. H 0.48
41. H 0.41
42. O -0.45
43. C -1.45
44. C 2.26
45. C -1.57
46. O -0.48
47. C -1.83
48. Se 0.84
49. C -1.33
50. Se -0.26
51. H 0.34
52. H 0.53
53. H 0.41
54. H 0.42
55. H 0.47
56. H 0.33
57. H 0.80
58. H 0.50
59. H 0.43
60. H 0.45
61. C -1.62
62. C 0.07
63. C -0.01
64. C -0.84
65. C 0.55
66. C -0.94
67. C 0.21
68. C -0.07
69. N -0.53
70. H 0.70
71. H 0.65
72. H 0.40
73. H 0.51
74. H 0.49
75. H 0.42
76. C -1.59
77. C 2.05
78. C -1.53
79. C -1.68
80. C -0.22
81. N -0.19
82. H 0.43
83. H 0.38
84. H 0.34
85. H 0.44
86. H 0.30
87. H 0.35
88. H 0.44
89. H 0.35
90. H 0.36